# C3H2Cl2O2

One molecule with the formula C3H2Cl2O2 at a distorted geometry (ωB97M-V with the def2-TZVPD basis set, the OMol25 dataset).

The calculation puts the energy relative to the best compared isomer or geometry (same formula, charge and spin) at 22.99 kcal per mole. The structure (SMILES) is O=C(O)/C(Cl)=C\Cl. As for the total charge: 0.

```
9
C3H2Cl2O2 ωB97M-V with the def2-TZVPD basis set
O 0.58 1.81 -0.46
C -0.30 1.07 -0.17
O -1.50 1.55 0.27
C -0.17 -0.45 -0.09
Cl -1.67 -1.34 -0.14
C 1.06 -1.04 -0.10
Cl 2.73 -0.36 0.05
H -1.87 0.84 0.82
H 1.15 -2.07 -0.18
```